Entry from the OMol25 dataset: C17H27N5O5 in the gas phase in a non-equilibrium geometry (the ωB97M-V functional and the def2-TZVPD basis).

XYZ file:
```
54
Properties=species:S:1:pos:R:3:mulliken_charge:R:1
C -2.99 -0.65 -2.74 -1.68
C -2.56 -0.10 -1.39 1.08
C -3.12 -0.93 -0.23 -1.12
N -2.80 -0.38 1.08 0.23
C -1.56 -0.79 1.70 -1.63
C -0.29 -0.20 1.16 0.41
N 0.12 1.02 1.49 -0.66
C 1.28 1.19 0.82 1.28
C 1.59 0.07 0.07 -0.04
C 2.78 -0.04 -0.70 0.35
O 3.14 -1.01 -1.35 -0.87
N 3.54 1.12 -0.64 -0.03
C 4.79 1.16 -1.38 -1.17
C 3.25 2.28 0.09 0.46
O 3.99 3.23 0.07 -0.66
N 2.09 2.28 0.83 0.01
C 1.76 3.46 1.61 -1.14
N 0.55 -0.81 0.30 0.96
C 0.48 -2.14 -0.25 -1.17
C 0.88 -3.23 0.77 0.26
O -0.20 -4.10 1.02 -0.58
C 2.13 -4.01 0.32 -0.89
O 3.30 -3.24 0.36 -0.56
C -3.14 1.03 1.13 -1.12
C -2.63 1.84 -0.07 1.15
C -3.20 3.25 -0.06 -1.73
O -3.03 1.23 -1.29 -0.45
H -4.08 -0.65 -2.80 0.39
H -2.61 -0.02 -3.54 0.39
H -2.63 -1.67 -2.87 0.38
H -1.45 -0.09 -1.34 -0.07
H -2.77 -1.97 -0.28 0.43
H -4.21 -0.93 -0.32 0.34
H -1.50 -1.88 1.64 0.36
H -1.62 -0.50 2.75 0.46
H 5.62 1.32 -0.69 0.34
H 4.76 1.98 -2.09 0.33
H 4.90 0.21 -1.89 0.37
H 0.88 3.22 2.20 0.36
H 1.55 4.30 0.94 0.33
H 2.60 3.72 2.24 0.34
H 1.14 -2.16 -1.12 1.00
H -0.55 -2.34 -0.59 -0.02
H 1.10 -2.75 1.73 0.28
H -0.26 -4.75 0.31 0.35
H 2.29 -4.84 1.02 0.38
H 1.95 -4.42 -0.69 0.40
H 3.28 -2.55 -0.33 0.36
H -2.73 1.45 2.05 0.43
H -4.23 1.10 1.16 0.45
H -1.53 1.89 -0.04 -0.24
H -2.89 3.77 0.84 0.41
H -4.29 3.21 -0.10 0.38
H -2.85 3.80 -0.93 0.39
```

## Properties
Energy relative to the best compared isomer or geometry (same formula, charge and spin), eV: 1.164
Total charge: 0
SMILES string: C[C@@H]1CN(Cc2nc3c(c(=O)n(C)c(=O)n3C)n2C[C@@H](O)CO)C[C@H](C)O1
HOMO, eV: -8.29
Lowest unoccupied orbital energy, eV: 0.5